Entry 1:
DFT (wB97M-V/def2-TZVPD) results for a molecular structure, C25H41Cl3N3O3PtSi.

* spin multiplicity: 3
* HOMO-LUMO gap (alpha / beta): 4.8 / 6.4 eV
* E: -3156.6153 hartree
* relative energy (zero: lowest compared OMol25 entry of this formula, charge and spin): 1.924 eV
* molecular weight: 761.14 g mol⁻¹
* total charge: -1

Last column: Löwdin spin population.
Positions of all 77 atoms, in Å:
C: 1.75 -1.10 -3.62  0.0001
C: 1.15 0.20 -3.22  0.0032
H: 1.49 -1.39 -4.63  0.0001
H: 1.36 -1.86 -2.92  0.0001
H: 2.85 -1.10 -3.53  -0.0001
C: 0.58 1.06 -4.08  0.0072
C: 0.45 0.81 -5.55  0.0014
H: 0.29 2.07 -3.76  0.0004
H: 0.27 -0.26 -5.76  0.0001
H: 1.33 1.13 -6.12  0.0003
H: -0.40 1.37 -5.95  0.0003
Pt: 0.21 -0.31 1.17  1.3043
Cl: 2.49 0.15 1.37  0.1404
Cl: 1.02 -2.48 1.37  0.1075
C: 0.59 2.66 1.75  0.0037
O: -0.30 1.79 1.49  0.0689
N: 0.23 3.89 2.10  0.0002
C: -1.19 4.22 2.16  0.0009
C: 1.21 4.97 2.27  0.0013
H: 1.67 2.45 1.69  0.0005
H: -1.75 3.32 2.42  0.0004
H: -1.54 4.61 1.20  -0.0001
H: -1.34 5.00 2.91  0.0000
H: 2.22 4.56 2.18  0.0001
H: 1.09 5.46 3.25  0.0002
H: 1.07 5.76 1.51  0.0000
H: -1.52 -1.49 -2.25  0.0018
H: -2.56 1.06 -3.00  0.0016
C: -2.51 -1.45 -1.77  0.0033
C: -3.31 0.85 -2.22  0.0032
N: -2.77 -0.11 -1.26  0.0408
H: -2.54 -2.19 -0.96  0.0004
C: -2.38 0.29 -0.05  0.0478
O: -1.89 -0.53 0.80  0.0126
H: -3.58 1.78 -1.71  0.0002
H: -2.55 1.35 0.19  0.0020
H: -3.29 -1.67 -2.50  0.0002
H: -4.20 0.41 -2.69  0.0004
O: 0.30 -0.36 -1.04  0.1095
C: 1.20 0.46 -1.69  0.0044
C: -0.20 2.54 -1.46  0.0000
C: 1.06 1.96 -1.41  -0.0007
H: -1.05 1.86 -1.60  0.0000
C: -0.32 3.93 -1.44  0.0001
H: 2.21 0.15 -1.37  -0.0002
C: 2.20 2.75 -1.29  0.0002
H: -1.32 4.37 -1.48  0.0000
C: 0.83 4.73 -1.43  0.0001
C: 2.09 4.14 -1.33  0.0001
H: 3.17 2.24 -1.22  0.0006
H: 0.73 5.82 -1.52  0.0000
H: 2.99 4.77 -1.29  0.0000
Si: 0.44 -4.33 0.30  0.0072
Cl: 0.67 -3.32 -1.56  0.0007
C: -1.40 -4.48 0.59  -0.0004
C: 1.90 -4.95 1.53  0.0156
C: 0.85 -6.05 -0.55  0.0006
H: -1.93 -3.52 0.51  0.0001
H: -1.63 -4.91 1.57  0.0000
H: -1.83 -5.15 -0.17  -0.0001
H: 0.07 -6.28 -1.27  0.0001
H: 0.90 -6.86 0.19  0.0001
H: 1.81 -5.98 -1.07  0.0001
H: 1.82 -4.53 2.55  0.0014
H: 2.85 -4.62 1.10  0.0003
H: 1.92 -6.04 1.68  0.0034
C: -0.43 -1.65 5.84  0.0037
C: 0.48 -0.66 5.50  0.0022
C: 0.56 -0.21 4.18  0.0060
N: -0.28 -0.68 3.25  0.0687
C: -1.20 -1.61 3.56  0.0136
C: -1.24 -2.17 4.84  0.0038
H: -0.54 -1.99 6.88  0.0003
H: 1.15 -0.21 6.23  0.0005
H: 1.31 0.50 3.83  0.0005
H: -1.88 -1.92 2.76  0.0008
H: -1.93 -2.99 5.02  0.0008

=====

Entry 2:
DFT (wB97M-V/def2-TZVPD) results for a molecular structure, C25H41F5FeP2.

* spin multiplicity: 6
* HOMO-LUMO gap (alpha / beta): 6.3 / 6.9 eV
* E: -3422.5416 hartree
* molecular weight: 554.39 g mol⁻¹
* total charge: +1

Last column: Löwdin spin population.
Positions of all 74 atoms, in Å:
Fe: -0.54 -0.53 -0.99  3.4257
C: -1.68 -0.96 0.67  0.0207
C: -1.27 -2.18 0.02  0.0551
C: 0.64 -1.04 0.73  0.0383
C: -0.51 -0.25 1.09  0.0602
C: 0.17 -2.22 0.06  0.0904
C: -3.09 -0.55 0.96  0.0042
H: -3.75 -0.71 0.09  0.0000
H: -3.16 0.51 1.23  0.0001
H: -3.49 -1.14 1.79  0.0007
C: -0.47 0.99 1.90  0.0096
H: -1.31 1.66 1.64  0.0005
H: 0.46 1.54 1.74  0.0006
H: -0.56 0.75 2.97  0.0037
C: 2.04 -0.73 1.12  0.0365
H: 2.19 -0.95 2.20  0.0042
H: 2.28 0.33 0.97  0.0192
H: 2.76 -1.32 0.54  -0.0003
C: 1.02 -3.37 -0.36  0.0128
H: 1.04 -4.13 0.44  0.0046
H: 2.04 -3.03 -0.57  0.0005
H: 0.61 -3.83 -1.27  0.0009
C: -2.17 -3.20 -0.56  0.0145
H: -2.44 -3.96 0.19  0.0041
H: -1.68 -3.70 -1.40  0.0007
H: -3.10 -2.74 -0.91  0.0011
C: -0.48 1.69 -1.33  0.0281
C: -1.77 1.12 -1.59  0.0163
C: -2.25 0.60 -2.91  0.0151
C: -1.37 -0.52 -3.57  0.0256
C: -0.13 -0.99 -2.90  0.0784
C: 1.26 -0.44 -3.29  0.0190
C: 1.67 0.88 -2.50  0.0191
C: 0.58 1.95 -2.35  0.0071
H: -2.41 1.43 -3.64  0.0017
H: -1.08 -0.22 -4.60  0.0049
H: -3.26 0.15 -2.77  0.0004
H: 0.10 2.09 -3.34  0.0006
H: -0.40 2.30 -0.42  0.0013
H: -2.54 1.40 -0.89  0.0014
H: 1.09 2.90 -2.10  0.0004
H: 2.07 0.61 -1.50  0.0092
H: 1.94 -1.22 -2.89  0.0003
H: 2.53 1.32 -3.03  0.0008
H: -2.02 -1.39 -3.79  0.0002
H: -0.09 -2.09 -2.94  0.0091
P: -0.73 1.86 -5.26  0.0019
C: -0.54 3.59 -5.87  0.0007
C: -1.72 1.22 -6.70  0.0005
P: 1.48 -0.38 -5.04  0.0065
C: 0.94 1.23 -5.75  0.0010
C: 0.83 -1.52 -6.28  0.0007
C: 3.22 -0.36 -5.49  0.0024
H: 0.39 4.05 -5.49  0.0000
H: -1.41 4.15 -5.50  0.0000
H: -0.54 3.62 -6.97  0.0001
H: -1.35 1.66 -7.64  0.0000
H: -2.75 1.57 -6.53  0.0000
H: -1.70 0.12 -6.80  0.0002
H: 3.30 0.00 -6.52  0.0005
H: 3.62 -1.38 -5.45  0.0000
H: 3.80 0.32 -4.84  0.0001
H: 1.72 2.00 -5.57  0.0001
H: 0.93 1.11 -6.85  0.0002
H: 1.50 -2.39 -6.35  0.0000
H: 0.85 -1.05 -7.27  0.0000
H: -0.21 -1.85 -6.13  0.0003
F: 2.99 3.37 -0.03  0.1310
C: 3.39 2.20 0.50  0.5840
F: 3.39 2.32 1.86  0.1161
C: 4.74 1.78 -0.04  0.0673
F: 5.69 2.68 0.27  0.0336
F: 5.09 0.58 0.51  0.0019
F: 4.69 1.65 -1.38  0.0029

=====

Entry 3:
DFT (wB97M-V/def2-TZVPD) results for a molecular structure, C25H42AlBrClF6N4O6.

* HOMO-LUMO gap: 4.0 eV
* E: -5523.5271 hartree
* molecular weight: 750.96 g mol⁻¹
* total charge: +1

Last column: Löwdin charge in e.
Positions of all 86 atoms, in Å:
C: 1.61 -5.51 1.17  -0.1185
C: 1.65 -4.48 2.36  -0.2606
C: 3.12 -4.13 2.84  -0.1800
C: 3.61 -2.76 2.17  -0.1916
C: 3.98 -1.67 3.26  -0.1952
C: 5.05 -0.64 2.77  -0.1997
C: 4.48 0.62 2.03  -0.2006
C: 3.42 1.45 2.85  -0.1951
C: 1.92 1.08 2.57  -0.1952
C: 1.51 1.06 1.05  -0.1634
C: 0.94 -0.37 0.69  -0.0979
N: -0.05 -0.35 -0.39  0.0177
C: 0.15 -1.01 -1.57  -0.3862
N: 1.16 -1.75 -1.97  0.0566
N: -0.94 -0.84 -2.46  0.1024
C: -1.78 -0.08 -1.71  -0.2433
C: -3.13 0.30 -2.35  -0.0831
C: -4.25 -0.72 -1.86  -0.2548
C: -3.70 -2.17 -1.62  -0.5975
Br: -5.22 -3.39 -1.26  0.6003
N: -1.28 0.23 -0.47  -0.0152
C: -1.94 1.01 0.57  -0.0532
C: -2.43 0.00 1.68  -0.1775
O: -3.57 0.49 2.38  -0.1265
C: -3.76 -0.37 3.53  -0.0611
C: -5.32 -0.44 3.79  -0.5333
F: -5.96 0.32 2.88  0.1384
F: -5.58 0.11 5.02  0.1081
F: -5.79 -1.70 3.81  0.1414
H: 0.58 -5.94 1.07  0.0744
H: 2.30 -6.38 1.32  0.0760
H: 1.83 -5.00 0.20  0.0654
H: 1.07 -3.58 2.05  0.0828
H: 1.12 -4.95 3.22  0.1008
H: 3.07 -3.94 3.94  0.0996
H: 3.85 -4.91 2.54  0.1095
H: 4.45 -2.94 1.45  0.1105
H: 2.75 -2.41 1.56  0.0610
H: 4.46 -2.25 4.09  0.1113
H: 3.07 -1.22 3.70  0.0952
H: 5.71 -1.17 2.03  0.1114
H: 5.71 -0.36 3.62  0.1113
H: 5.35 1.31 1.85  0.1121
H: 4.13 0.29 1.02  0.0995
H: 3.55 2.52 2.53  0.0744
H: 3.62 1.43 3.94  0.1238
H: 1.59 0.15 3.11  0.0958
H: 1.31 1.90 3.04  0.1108
H: 0.79 1.89 0.84  0.0725
H: 2.38 1.22 0.35  0.1026
H: 0.55 -0.91 1.58  0.1186
H: 1.81 -0.95 0.31  0.1088
H: 1.81 -2.20 -1.33  0.1019
H: 1.33 -1.99 -3.04  -0.0381
H: -3.43 1.32 -2.01  0.1064
H: -2.98 0.26 -3.46  0.1189
H: -4.67 -0.31 -0.91  0.1066
H: -5.07 -0.81 -2.62  0.1085
H: -3.03 -2.24 -0.73  0.0423
H: -3.22 -2.51 -2.56  0.0741
H: -2.81 1.58 0.16  0.1416
H: -1.28 1.78 1.05  0.1141
H: -1.58 -0.29 2.36  0.1239
H: -2.74 -0.93 1.14  0.1308
H: -3.22 0.04 4.41  0.1464
H: -3.40 -1.40 3.33  0.1391
C: -1.29 -0.06 -6.67  -0.9812
O: -0.93 -1.16 -7.05  0.2114
O: -2.45 0.21 -6.27  0.2326
O: -0.58 0.96 -6.64  0.2326
C: -2.08 4.12 -4.54  -0.0433
C: -1.26 5.37 -4.29  -0.1642
O: -0.62 5.33 -2.99  0.0438
C: 0.49 4.62 -2.92  -0.4097
O: 1.00 4.04 -3.81  0.2315
C: 1.07 4.70 -1.50  -0.5143
F: 0.15 4.53 -0.55  0.1613
F: 1.66 5.92 -1.25  0.0832
F: 2.04 3.76 -1.27  0.0702
H: -2.80 3.97 -3.73  0.0826
H: -2.62 4.20 -5.48  0.0981
H: -1.44 3.24 -4.57  0.0771
H: -1.91 6.25 -4.29  0.1328
H: -0.52 5.53 -5.08  0.1355
Al: 2.52 4.88 0.34  1.0029
Cl: 0.88 -0.81 -4.36  0.0374

=====

Entry 4:
DFT (wB97M-V/def2-TZVPD) results for a molecular structure, C25H42AlClF5NO12PS.

* HOMO-LUMO gap: 6.1 eV
* E: -3877.0006 hartree
* molecular weight: 769.07 g mol⁻¹
* total charge: -1

Last column: Löwdin charge in e.
Positions of all 89 atoms, in Å:
N: 1.39 -1.15 2.34  -0.2668
P: 0.53 -2.08 1.35  0.5699
O: -0.63 -2.93 2.30  -0.2985
O: 1.61 -3.25 0.67  -0.2975
Al: -0.63 -0.93 -0.32  0.2754
C: -2.56 -0.71 0.35  -0.3024
C: -3.36 0.47 -0.40  -0.2663
C: -4.83 0.53 0.28  -0.2244
C: -5.37 2.03 0.30  -0.2667
S: -5.16 2.84 1.95  0.4418
O: -4.02 3.80 1.83  -0.3943
O: -5.01 1.87 3.08  -0.3857
Cl: -6.95 3.90 2.33  0.2823
C: 0.23 0.81 -0.94  -0.2735
C: 0.67 1.80 0.24  -0.2603
C: 2.24 1.78 0.53  -0.1051
C: 2.81 3.12 1.15  -0.3136
F: 2.13 3.37 2.37  0.0617
F: 4.20 2.93 1.39  0.0296
C: 2.74 4.39 0.16  -0.3483
F: 2.69 4.03 -1.18  0.1092
F: 1.66 5.24 0.47  0.0771
F: 3.90 5.15 0.43  0.0715
H: 1.05 -1.24 3.31  -0.0578
H: -0.18 -3.05 3.16  0.0395
H: 1.51 -4.05 1.23  0.0168
H: -0.72 -1.88 -1.61  -0.0575
H: -3.12 -1.71 0.31  0.0637
H: -2.49 -0.42 1.45  0.0536
H: -2.79 1.45 -0.27  0.0971
H: -3.50 0.18 -1.50  0.1112
H: -5.51 -0.08 -0.41  0.1145
H: -4.83 0.04 1.31  0.1050
H: -4.81 2.65 -0.47  0.1107
H: -6.48 2.00 0.08  0.0910
H: -0.57 1.36 -1.55  0.0435
H: 1.11 0.66 -1.67  0.0591
H: 0.43 2.87 -0.14  0.0890
H: 0.02 1.65 1.15  0.1014
H: 2.75 1.48 -0.45  0.1302
H: 2.50 0.95 1.27  0.1084
O: -0.71 -4.11 -1.49  0.0638
C: -0.18 -5.18 -1.55  -0.4742
O: 1.13 -5.36 -1.89  0.0303
C: 1.41 -6.76 -1.98  -0.1736
C: 0.35 -7.43 -1.14  -0.1725
C: -0.84 -6.52 -1.32  -0.0754
H: 1.37 -7.06 -3.03  0.1224
H: 2.42 -6.95 -1.60  0.1074
H: 0.16 -8.47 -1.44  0.1115
H: 0.65 -7.44 -0.09  0.0954
H: -1.43 -6.78 -2.20  0.1277
H: -1.47 -6.49 -0.43  0.1282
O: 2.27 -6.40 1.30  0.1227
C: 3.21 -7.10 1.57  -0.4629
O: 3.17 -8.10 2.49  0.0325
C: 4.48 -8.66 2.64  -0.1675
C: 5.21 -8.31 1.37  -0.1661
C: 4.59 -6.98 0.99  -0.0714
H: 4.95 -8.21 3.52  0.1278
H: 4.41 -9.74 2.79  0.1240
H: 6.29 -8.27 1.49  0.1168
H: 4.99 -9.05 0.59  0.1194
H: 5.10 -6.14 1.46  0.1404
H: 4.55 -6.85 -0.09  0.1236
O: -0.70 1.10 -4.49  0.1240
C: -0.34 2.24 -4.35  -0.4926
O: 0.86 2.60 -3.82  0.0203
C: 0.92 4.02 -3.70  -0.1745
C: -0.09 4.55 -4.70  -0.1668
C: -1.15 3.46 -4.69  -0.0825
H: 0.67 4.30 -2.67  0.1166
H: 1.93 4.37 -3.93  0.1242
H: -0.47 5.53 -4.44  0.1162
H: 0.36 4.61 -5.69  0.1170
H: -1.89 3.62 -3.91  0.1330
H: -1.63 3.36 -5.66  0.1238
O: -3.36 8.19 0.43  0.1081
C: -2.40 7.90 1.09  -0.4803
O: -1.20 8.53 1.01  0.0229
C: -0.25 7.87 1.85  -0.1619
C: -1.08 7.11 2.87  -0.1583
C: -2.32 6.76 2.08  -0.0828
H: 0.35 7.20 1.23  0.1108
H: 0.40 8.60 2.32  0.1239
H: -0.56 6.25 3.29  0.1212
H: -1.34 7.78 3.70  0.1175
H: -2.21 5.82 1.54  0.1263
H: -3.21 6.74 2.72  0.1290

=====

Entry 5:
DFT (wB97M-V/def2-TZVPD) results for a molecular structure, C25H42BCuI2N6O.

* spin multiplicity: 2
* HOMO-LUMO gap (alpha / beta): 7.0 / 6.4 eV
* E: -3642.4240 hartree
* relative energy (zero: lowest compared OMol25 entry of this formula, charge and spin): 0.000 eV
* molecular weight: 770.82 g mol⁻¹
* total charge: -1

Last column: Löwdin spin population.
Positions of all 78 atoms, in Å:
Cu: -0.50 0.92 -0.13  0.2107
C: -2.84 -3.02 -2.60  0.0002
C: -2.64 -2.18 -1.38  0.0009
C: -3.54 -1.84 -0.39  0.0003
C: -2.81 -1.05 0.52  0.0008
N: -1.57 -0.89 0.08  0.0033
N: -1.46 -1.61 -1.07  -0.0005
B: -0.06 -1.91 -1.62  -0.0006
N: 0.85 -2.45 -0.48  -0.0001
N: 1.14 -1.72 0.63  -0.0005
C: 1.91 -2.47 1.38  0.0000
C: 2.14 -3.72 0.77  0.0000
C: 1.44 -3.66 -0.41  0.0000
C: 1.31 -4.71 -1.48  0.0000
C: 2.45 -1.99 2.71  0.0000
C: 1.95 -0.57 3.00  -0.0003
C: 3.98 -1.99 2.67  0.0000
C: 1.97 -2.93 3.82  0.0000
N: 0.60 -0.66 -2.25  -0.0005
N: 1.07 0.31 -1.43  0.0033
C: 1.86 1.08 -2.16  0.0008
C: 1.87 0.63 -3.49  0.0004
C: 1.06 -0.48 -3.50  0.0009
C: 0.70 -1.39 -4.63  0.0002
C: 2.82 2.08 -1.54  0.0008
C: 2.99 3.32 -2.42  0.0001
C: 4.18 1.37 -1.46  0.0007
C: 2.41 2.47 -0.12  0.0045
C: -3.23 -0.67 1.92  0.0008
C: -3.16 -1.97 2.74  0.0007
C: -4.68 -0.17 1.96  0.0001
C: -2.29 0.34 2.56  0.0049
H: -3.86 -3.39 -2.63  0.0000
H: -2.16 -3.88 -2.60  0.0000
H: -2.64 -2.45 -3.50  0.0000
H: -4.57 -2.15 -0.32  0.0000
H: -0.15 -2.76 -2.46  0.0000
H: 2.73 -4.55 1.13  0.0000
H: 1.88 -5.59 -1.19  0.0000
H: 1.69 -4.35 -2.44  0.0000
H: 0.27 -5.00 -1.63  0.0000
H: 2.28 0.12 2.22  -0.0002
H: 2.35 -0.23 3.96  0.0000
H: 0.87 -0.53 3.03  -0.0002
H: 4.34 -1.32 1.89  0.0000
H: 4.37 -2.99 2.46  0.0000
H: 4.39 -1.66 3.63  0.0000
H: 0.88 -2.94 3.86  0.0000
H: 2.35 -2.60 4.79  0.0000
H: 2.30 -3.95 3.64  0.0000
H: 2.41 1.04 -4.33  0.0000
H: 1.19 -1.05 -5.54  0.0000
H: -0.38 -1.39 -4.81  0.0000
H: 1.00 -2.42 -4.43  0.0000
H: 3.30 3.05 -3.43  0.0000
H: 3.76 3.96 -1.99  0.0000
H: 2.07 3.91 -2.50  0.0000
H: 4.53 1.08 -2.45  0.0001
H: 4.10 0.46 -0.85  0.0000
H: 4.92 2.03 -1.01  0.0000
H: 1.43 2.94 -0.07  0.0050
H: 3.15 3.15 0.30  -0.0001
H: 2.36 1.58 0.51  -0.0008
H: -3.83 -2.73 2.34  0.0001
H: -3.44 -1.78 3.78  0.0000
H: -2.14 -2.37 2.73  0.0000
H: -5.36 -0.90 1.53  0.0000
H: -4.81 0.77 1.42  0.0000
H: -4.97 -0.01 3.00  0.0000
H: -1.27 -0.06 2.59  -0.0008
H: -2.61 0.54 3.59  -0.0001
H: -2.24 1.29 2.02  0.0052
I: -0.70 3.92 -2.04  -0.0010
C: -2.59 4.23 -1.16  -0.0033
I: -3.65 2.58 -0.37  -0.0016
H: -3.22 4.66 -1.93  -0.0001
H: -2.46 4.93 -0.35  -0.0005
O: -0.64 2.42 0.81  0.7662

=====

Entry 6:
DFT (wB97M-V/def2-TZVPD) results for a molecular structure, C25H42BeCl3N4O3Si.

* HOMO-LUMO gap: 6.7 eV
* E: -3107.6739 hartree
* relative energy (zero: lowest compared OMol25 entry of this formula, charge and spin): 0.000 eV
* molecular weight: 590.09 g mol⁻¹
* total charge: -1

Last column: Löwdin charge in e.
Positions of all 79 atoms, in Å:
C: -2.83 3.48 -1.98  -0.0247
C: -1.65 4.25 -2.47  -0.2319
H: -3.49 4.12 -1.39  0.0720
H: -2.51 2.67 -1.33  0.0841
H: -3.42 3.05 -2.79  0.0876
C: -1.59 5.57 -2.63  -0.0955
C: -2.66 6.57 -2.36  -0.0916
H: -0.65 5.99 -2.99  0.1063
H: -3.24 6.30 -1.48  0.0673
H: -3.37 6.61 -3.20  0.0792
H: -2.27 7.58 -2.21  0.0661
Be: -1.20 -3.44 2.12  -0.2570
Cl: -1.88 -5.19 0.78  -0.0574
Cl: -2.19 -1.82 0.82  -0.0842
C: 0.46 -3.14 -0.22  -0.3567
O: 0.53 -3.27 1.02  -0.0820
N: 1.52 -2.95 -1.00  -0.1751
C: 2.78 -2.48 -0.45  -0.0337
C: 1.46 -3.19 -2.42  -0.0443
H: -0.50 -3.19 -0.74  0.0681
H: 2.78 -2.63 0.62  0.0858
H: 2.91 -1.42 -0.67  0.0692
H: 3.61 -3.02 -0.90  0.0854
H: 0.49 -3.61 -2.68  0.0941
H: 2.23 -3.90 -2.73  0.0857
H: 1.60 -2.27 -2.98  0.0741
H: -3.55 0.21 4.27  0.0963
H: -1.47 0.95 2.74  0.0741
C: -2.83 -0.12 5.01  -0.0580
C: -0.95 0.79 3.69  -0.0458
N: -1.54 -0.34 4.39  -0.1816
H: -3.19 -1.05 5.45  0.0726
C: -1.03 -1.55 4.28  -0.3933
O: -0.35 -1.94 3.31  -0.0948
H: 0.09 0.56 3.47  0.0852
H: -1.21 -2.20 5.14  0.1106
H: -2.75 0.63 5.79  0.0757
H: -1.02 1.69 4.29  0.0819
O: 0.44 3.31 -1.67  -0.1765
C: -0.43 3.41 -2.79  -0.3179
C: 1.47 4.77 -3.80  -0.0407
C: 0.33 3.99 -3.97  -0.1972
H: 1.84 4.94 -2.80  0.1159
C: 2.12 5.30 -4.90  -0.0831
H: -0.77 2.41 -3.08  0.1432
C: -0.14 3.76 -5.26  -0.0299
H: 3.01 5.90 -4.76  0.0983
C: 1.65 5.06 -6.18  -0.1032
C: 0.51 4.29 -6.36  -0.0876
H: -1.04 3.16 -5.40  0.1190
H: 2.16 5.48 -7.04  0.0943
H: 0.13 4.09 -7.35  0.0975
Si: 1.23 1.92 -1.20  0.4243
Cl: -2.97 -3.63 3.62  0.0050
C: 2.62 2.53 -0.11  -0.1528
C: 1.90 1.01 -2.70  -0.1473
C: 0.10 0.78 -0.22  -0.1578
H: 3.12 3.38 -0.56  0.0229
H: 3.36 1.75 0.06  0.0260
H: 2.24 2.84 0.86  0.0299
H: -0.28 1.28 0.67  0.0204
H: 0.64 -0.11 0.11  0.0249
H: -0.75 0.45 -0.81  0.0177
H: 2.42 1.68 -3.38  0.0291
H: 1.12 0.51 -3.26  0.0315
H: 2.62 0.24 -2.39  0.0135
N: 1.05 -7.93 5.59  0.0690
C: 0.57 -6.86 4.78  -0.3257
C: -0.71 -6.92 4.27  -0.0351
C: -1.18 -5.89 3.49  -0.2490
N: -0.42 -4.78 3.17  -0.0750
C: 0.85 -4.71 3.66  -0.0818
C: 1.37 -5.75 4.47  -0.0325
H: 0.44 -8.73 5.80  0.0952
H: 2.00 -7.91 5.98  0.0894
H: -1.36 -7.77 4.49  0.1081
H: -2.20 -6.01 3.14  0.0133
H: 1.48 -3.86 3.44  0.1024
H: 2.38 -5.69 4.85  0.0887